1.
Density functional theory data (ωB97M-V/def2-TZVPD) for the molecule C5H10Cl2O2Si in a non-equilibrium geometry.

* ΔE to the lowest compared entry with this formula, charge and spin: 0.00 kJ/mol
* E_HOMO: -10.3 eV
* total charge: 0
* SMILES: CC(=O)OCC[Si](C)(Cl)Cl
* Kohn-Sham gap: 0.40444 Ha
* E: -1556.9922 a.u.

```
20
C5H10Cl2O2Si (ωB97M-V/def2-TZVPD)
Cl -1.962 0.034 1.372
Cl -3.099 1.979 -0.915
Si -1.292 1.161 -0.287
O 1.560 -0.388 1.092
O 0.464 -1.647 -0.417
C -0.520 0.095 -1.649
C 0.944 -1.396 0.829
C -0.332 2.741 0.057
C 0.818 -2.449 1.868
C 0.780 -0.541 -1.285
H -1.018 3.550 -0.218
H 0.630 -3.343 1.333
H 0.576 2.851 -0.506
H -0.512 0.752 -2.543
H -0.138 -2.315 2.457
H 1.563 0.116 -0.739
H -0.209 2.911 1.171
H 1.757 -2.489 2.501
H 1.223 -0.948 -2.218
H -1.233 -0.673 -1.904
```

Okay, here come the Löwdin numbers, in e, for every atom: Cl 0.3014; Cl 0.2819; Si -0.1129; O 0.0494; O -0.0187; C -0.2782; C -0.5854; C -0.2276; C 0.0137; C -0.2446; H 0.0034; H 0.0636; H 0.0233; H 0.0974; H 0.1012; H 0.1430; H 0.0586; H 0.1205; H 0.1318; H 0.0781

=====

2.
Density functional theory data (ωB97M-V/def2-TZVPD) for a structure of composition C5H10Cl6NO2Sr in a non-equilibrium geometry.

* E_HOMO: -11.5 eV
* total charge: +1
* Kohn-Sham gap: 0.19850 Ha
* E: -3193.3577 a.u.

```
25
C5H10Cl6NO2Sr (ωB97M-V/def2-TZVPD)
Sr 1.094 3.737 1.567
Cl -3.451 0.460 3.996
Cl -2.847 -1.160 1.685
Cl -1.315 -1.537 4.127
Cl 2.292 -2.703 0.088
Cl 2.502 -2.004 2.932
Cl 4.357 -0.843 1.035
O 2.002 -0.072 -2.418
O 0.757 1.452 1.479
N -0.244 0.307 -2.214
C 2.725 -1.457 1.283
C 1.024 0.175 -1.750
C -1.363 0.551 -1.341
C -2.175 -0.363 3.111
C -0.545 0.233 -3.623
H -1.292 -0.544 -3.810
H -1.936 1.442 -1.612
H -1.019 0.633 -0.309
H -1.462 0.389 2.798
H -0.953 1.184 -3.980
H 1.094 0.301 -0.655
H 0.325 -0.004 -4.229
H 0.425 0.780 2.063
H -2.025 -0.320 -1.369
H 2.030 -0.638 1.145
```

Okay, here come the Löwdin numbers, in e, for every atom: Sr 1.7394; Cl 0.5430; Cl 0.5501; Cl 0.5339; Cl 0.5522; Cl 0.5371; Cl 0.5385; O 0.0147; O -0.6109; N -0.1952; C -1.5712; C -0.3638; C -0.0778; C -1.5613; C -0.0442; H 0.0957; H 0.0892; H 0.0471; H -0.0332; H 0.0911; H 0.0912; H 0.0896; H -0.0876; H 0.0851; H -0.0527

=====

Q: Which value of total charge does entry 2 give?
A: +1

=====

Q: Which value of total charge does entry 2 give?
A: +1

=====

Q: What is the total charge in the first record?
A: 0